w.
Below is a molecular structure, C10H18N4O5, with properties calculated with ωB97M-V/def2-TZVPD.

Each line ends with the Löwdin charge.
Geometry (Å):
C: 2.175 -1.914 1.398  -0.2928
C: 0.598 -1.566 1.274  -0.3221
C: 2.429 -2.930 0.213  -0.1329
C: 2.098 -2.260 -1.296  -0.0924
C: 2.309 -0.803 -1.322  -0.4845
C: -1.150 0.184 0.617  -0.2921
C: -1.328 -0.222 -0.888  -0.2637
C: -1.152 1.603 0.939  -0.1290
C: -2.581 2.443 0.925  -0.0681
C: -2.497 3.664 0.046  -0.5552
H: 2.994 -1.260 3.563  0.1610
H: 3.836 -2.196 2.504  0.1307
H: 2.532 -0.928 1.203  0.0511
H: 1.848 -3.916 0.355  0.1054
H: 3.595 -3.593 0.272  0.1796
H: 2.766 -2.755 -2.084  0.1351
H: 0.889 -2.422 -1.553  0.1597
H: 1.117 0.634 -2.161  0.0675
H: 0.807 -0.857 -2.761  0.0964
H: 0.894 0.386 0.831  0.0798
H: -1.824 -0.678 1.187  0.2057
H: -0.451 2.064 1.755  0.1711
H: -0.697 2.046 0.028  0.1058
H: -2.863 2.733 1.927  0.0876
H: -3.667 1.899 0.535  0.1939
H: -2.827 4.146 -2.036  0.0889
H: -2.350 2.565 -1.935  0.1128
H: -1.686 -2.174 -0.383  0.1676
N: 2.668 -2.401 2.965  -0.0411
N: 1.398 -0.282 -2.197  0.1676
N: 0.156 -0.161 1.122  0.0806
N: -2.474 3.483 -1.360  0.1040
O: -0.255 -2.444 1.230  0.0327
O: 2.960 -0.062 -0.483  -0.0350
O: -1.157 0.634 -1.873  -0.0276
O: -2.805 4.795 0.359  0.0411
O: -1.561 -1.593 -1.281  0.0109

## Properties
total charge	0
gap between HOMO and LUMO	9.86	eV
lowest unoccupied orbital energy	0.005	Eh

x.
Below is C10H18N4O5 in the gas phase, with properties calculated with ωB97M-V/def2-TZVPD.

Each line ends with the Löwdin charge.
Geometry (Å):
N: 3.997 -2.321 -1.356  0.1832
C: 3.752 -1.459 -0.369  -0.5209
O: 4.678 -0.842 0.193  0.0144
C: 2.393 -1.419 0.318  -0.0882
C: 2.059 -0.395 1.444  -0.1184
C: 1.532 0.930 1.015  -0.1844
N: 0.396 0.717 0.056  0.1170
C: -0.736 0.339 0.587  -0.5010
O: -0.904 0.035 1.747  0.0639
C: -1.944 0.637 -0.375  -0.3000
N: -1.479 1.468 -1.499  0.0826
C: -2.338 -0.708 -0.795  -0.2098
C: -3.480 -1.316 0.021  -0.1183
C: -4.761 -0.471 -0.077  -0.4860
N: -5.712 -0.752 0.913  0.1338
O: -5.042 0.219 -1.083  0.0360
C: 2.387 1.800 0.134  -0.5377
O: 1.903 2.800 -0.307  0.1183
O: 3.563 1.419 -0.260  0.1807
H: 3.173 -2.841 -1.682  0.1204
H: 4.871 -2.676 -1.637  0.1063
H: 1.698 -1.579 -0.586  0.1385
H: 2.426 -2.375 0.853  0.1285
H: 2.935 -0.311 2.110  0.1450
H: 1.205 -0.838 1.930  0.1039
H: 1.231 1.532 1.913  0.1849
H: 0.469 0.930 -0.950  0.1515
H: -2.686 1.112 0.284  0.1605
H: -1.581 0.854 -2.314  0.0918
H: -2.017 2.283 -1.501  0.0683
H: -1.450 -1.402 -0.990  0.1460
H: -2.799 -0.765 -1.810  0.1206
H: -3.838 -2.327 -0.406  0.1585
H: -3.147 -1.363 1.063  0.1075
H: -5.298 -1.360 1.602  0.0804
H: -6.071 0.056 1.397  0.1012
H: 3.707 0.599 0.184  0.0210

## Properties
SMILES	NC(=O)CC[C@H](NC(=O)[C@@H](N)CCC(N)=O)C(=O)O
total charge	0
gap between HOMO and LUMO	9.46	eV
lowest unoccupied orbital energy	0.010	Eh

x ends up most stable, edging out the next structure by 657.9 kJ/mol.

w.
Below is C15H22N2O4 in the gas phase, with properties calculated with ωB97M-V/def2-TZVPD.

Each line ends with the Löwdin charge.
Geometry (Å):
O: 1.423 -2.105 -1.759  0.1156
C: 2.048 -1.189 -1.277  -0.3641
C: 1.646 -0.611 0.078  -0.2097
C: 2.125 -1.518 1.207  -0.1946
O: 3.534 -1.618 1.116  -0.0348
N: 0.200 -0.542 0.080  0.1196
C: -0.472 0.404 0.788  -0.4487
O: 0.101 1.245 1.460  0.0695
C: -1.972 0.376 0.641  -0.1841
C: -2.587 1.573 -0.147  -0.0367
C: -3.632 1.687 0.960  -0.3458
C: -2.799 0.804 1.877  -0.0428
C: -5.123 1.624 0.704  0.0114
C: -4.496 2.834 1.285  -0.3710
C: -4.572 3.605 2.546  -0.0676
C: -4.404 4.305 1.205  -0.0614
N: 3.038 -0.563 -2.054  -0.0168
C: 2.485 0.273 -3.135  -0.1305
C: 3.709 1.082 -3.519  -0.1360
C: 4.352 1.328 -2.153  -0.1572
O: 3.780 0.369 -1.255  -0.1052
H: 2.051 0.387 0.213  0.1480
H: 1.804 -1.077 2.155  0.1283
H: 1.645 -2.496 1.085  0.1297
H: 3.851 -2.212 1.801  0.0923
H: -0.296 -1.253 -0.433  0.1391
H: -2.319 -0.575 0.236  0.1424
H: -1.907 2.427 -0.156  0.1218
H: -2.932 1.364 -1.159  0.1133
H: -3.305 0.017 2.435  0.1168
H: -2.182 1.399 2.553  0.1169
H: -5.411 1.632 -0.341  0.1058
H: -5.747 1.022 1.355  0.1077
H: -5.539 3.731 3.019  0.0991
H: -3.731 3.575 3.227  0.1005
H: -3.442 4.738 0.959  0.0999
H: -5.263 4.865 0.860  0.0980
H: 2.106 -0.368 -3.926  0.1303
H: 1.681 0.915 -2.757  0.1346
H: 4.360 0.482 -4.152  0.1142
H: 3.461 2.006 -4.037  0.1140
H: 5.435 1.201 -2.172  0.1179
H: 4.114 2.316 -1.759  0.1203

## Properties
SMILES	O=C([C@H](CO)NC(=O)[C@H]1C[C@@]2(C1)C[C@]21CC1)N1CCCO1
total charge	0
gap between HOMO and LUMO	9.75	eV
lowest unoccupied orbital energy	0.027	Eh

x.
Below is C15H22N2O4 in the gas phase, with properties calculated with ωB97M-V/def2-TZVPD.

Each line ends with the Löwdin charge.
Geometry (Å):
O: 1.687 -1.640 -1.804  0.1279
C: 2.137 -0.671 -1.242  -0.3841
C: 1.574 -0.218 0.104  -0.2181
C: 1.958 -1.201 1.199  -0.1876
O: 3.377 -1.183 1.291  -0.0475
N: 0.137 -0.162 -0.051  0.1248
C: -0.628 0.671 0.702  -0.4480
O: -0.144 1.412 1.541  0.0673
C: -2.108 0.638 0.418  -0.1811
C: -2.738 2.008 0.034  -0.0356
C: -3.843 1.733 1.051  -0.3411
C: -3.032 0.596 1.664  -0.0392
C: -5.327 1.703 0.746  0.0100
C: -4.747 2.683 1.700  -0.3784
C: -5.002 3.165 3.072  -0.0627
C: -4.787 4.142 1.924  -0.0637
N: 3.010 0.238 -1.824  -0.0288
C: 4.338 0.448 -1.211  -0.1247
C: 5.071 1.214 -2.312  -0.1250
C: 4.254 0.846 -3.563  -0.1649
O: 3.340 -0.166 -3.144  -0.0728
H: 1.930 0.777 0.370  0.1514
H: 1.489 -0.882 2.134  0.1269
H: 1.590 -2.194 0.924  0.1300
H: 3.658 -1.839 1.934  0.0936
H: -0.281 -0.800 -0.709  0.1422
H: -2.362 -0.137 -0.305  0.1410
H: -2.093 2.833 0.338  0.1207
H: -3.033 2.130 -1.008  0.1152
H: -3.547 -0.345 1.853  0.1149
H: -2.489 0.912 2.556  0.1187
H: -5.646 2.060 -0.226  0.1067
H: -5.904 0.877 1.147  0.1066
H: -6.005 3.077 3.469  0.0991
H: -4.207 3.066 3.801  0.1001
H: -3.851 4.688 1.901  0.0999
H: -5.648 4.693 1.569  0.0993
H: 4.242 0.995 -0.277  0.1237
H: 4.804 -0.517 -1.012  0.1276
H: 5.048 2.288 -2.136  0.1085
H: 6.109 0.898 -2.381  0.1086
H: 3.700 1.709 -3.939  0.1171
H: 4.842 0.411 -4.368  0.1216

## Properties
SMILES	O=C([C@H](CO)NC(=O)[C@H]1C[C@@]2(C1)C[C@]21CC1)N1CCCO1
total charge	0
gap between HOMO and LUMO	10.00	eV
lowest unoccupied orbital energy	0.025	Eh

y.
Below is C15H22N2O4 in the gas phase, with properties calculated with ωB97M-V/def2-TZVPD.

Each line ends with the Löwdin charge.
Geometry (Å):
C: 3.400 -3.159 0.056  -0.0350
O: 3.245 -1.834 -0.438  -0.0302
C: 2.511 -1.011 0.305  -0.4644
O: 1.983 -1.333 1.341  0.1176
C: 2.401 0.382 -0.293  -0.2015
N: 1.319 1.072 0.371  0.1112
C: 0.268 1.556 -0.370  -0.5616
O: 0.312 1.659 -1.580  0.0585
N: -0.780 1.997 0.383  0.0680
C: -2.018 2.424 -0.231  -0.1328
C: -3.123 1.414 -0.050  -0.2060
C: -4.364 1.790 0.451  -0.0580
C: -5.357 0.843 0.612  -0.0816
C: -5.133 -0.486 0.291  -0.0305
C: -3.893 -0.872 -0.207  -0.2664
O: -3.554 -2.144 -0.557  -0.0815
C: -4.522 -3.156 -0.436  -0.0929
C: -2.897 0.088 -0.374  0.0489
C: 3.723 1.179 -0.170  -0.3566
C: 4.297 1.087 1.242  -0.0565
C: 4.743 0.727 -1.209  -0.0629
H: 3.919 -3.148 1.016  0.0991
H: 3.983 -3.695 -0.688  0.0949
H: 2.423 -3.628 0.190  0.0983
H: 2.141 0.304 -1.356  0.1570
H: 1.144 0.755 1.315  0.1324
H: -0.817 1.753 1.360  0.1449
H: -2.317 3.391 0.187  0.1204
H: -1.794 2.550 -1.295  0.1299
H: -4.552 2.822 0.707  0.1048
H: -6.322 1.135 0.998  0.1038
H: -5.927 -1.203 0.432  0.0999
H: -4.841 -3.288 0.603  0.0947
H: -4.039 -4.069 -0.781  0.0921
H: -5.398 -2.953 -1.061  0.0953
H: -1.943 -0.224 -0.773  0.1279
H: 3.456 2.221 -0.372  0.1430
H: 3.554 1.382 1.979  0.0787
H: 4.619 0.072 1.464  0.0826
H: 5.157 1.746 1.340  0.0804
H: 4.344 0.852 -2.212  0.0835
H: 5.000 -0.320 -1.068  0.0714
H: 5.650 1.321 -1.121  0.0790

## Properties
SMILES	COC(=O)[C@@H](NC(=O)NCc1cccc(OC)c1)C(C)C
total charge	0
gap between HOMO and LUMO	9.29	eV
lowest unoccupied orbital energy	0.028	Eh

z.
Below is C15H22N2O4 in the gas phase, with properties calculated with ωB97M-V/def2-TZVPD.

Each line ends with the Löwdin charge.
Geometry (Å):
O: -4.895 -1.336 0.760  0.0733
N: -4.682 -0.544 -0.137  -0.3674
O: -5.359 -0.447 -1.142  0.0738
C: -3.557 0.330 -0.003  -0.1697
C: -3.273 1.254 -1.007  0.0111
C: -2.189 2.084 -0.874  0.0169
C: -1.358 2.007 0.256  -0.2562
O: -0.342 2.884 0.282  -0.0335
C: 0.689 2.756 1.249  -0.1809
C: 1.618 1.586 0.925  -0.1729
C: 2.366 1.836 -0.383  -0.1940
C: 3.078 0.591 -0.909  -0.1836
C: 2.125 -0.447 -1.506  -0.2025
N: 1.288 -1.120 -0.522  -0.1866
C: 0.144 -1.764 -1.152  -0.1594
C: -0.726 -2.429 -0.086  -0.1865
O: 0.000 -3.369 0.667  -0.1237
C: 1.107 -2.752 1.277  -0.1941
C: 2.029 -2.114 0.240  -0.1636
C: -1.655 1.075 1.255  -0.0036
C: -2.753 0.251 1.128  -0.0080
H: -3.912 1.299 -1.876  0.1212
H: -1.949 2.814 -1.630  0.1226
H: 1.235 3.701 1.185  0.1312
H: 0.269 2.668 2.257  0.1192
H: 1.038 0.668 0.820  0.0866
H: 2.326 1.460 1.746  0.1239
H: 1.654 2.183 -1.135  0.1138
H: 3.100 2.632 -0.231  0.1137
H: 3.675 0.147 -0.112  0.1008
H: 3.764 0.891 -1.704  0.1111
H: 1.459 0.064 -2.207  0.1209
H: 2.713 -1.183 -2.082  0.1225
H: -0.446 -1.007 -1.674  0.1222
H: 0.467 -2.529 -1.881  0.1308
H: -1.551 -2.973 -0.548  0.1315
H: -1.130 -1.652 0.581  0.1014
H: 1.632 -3.535 1.828  0.1263
H: 0.762 -1.978 1.980  0.1246
H: 2.862 -1.630 0.751  0.1165
H: 2.429 -2.904 -0.421  0.1320
H: -1.041 0.992 2.137  0.1135
H: -3.006 -0.461 1.900  0.1250

## Properties
SMILES	O=[N+]([O-])c1ccc(OCCCCCN2CCOCC2)cc1
total charge	0
gap between HOMO and LUMO	8.59	eV
lowest unoccupied orbital energy	-0.010	Eh

y ends up most stable, edging out the next structure by 412.2 kJ/mol.

w.
Below is 2 unconnected molecules or ions with the total composition C5H7Br, with properties calculated with ωB97M-V/def2-TZVPD.

Each line ends with the Löwdin charge.
Geometry (Å):
C: -0.238 -2.127 -0.038  0.0802
C: -0.035 -1.015 -0.871  -0.1201
C: 0.473 1.558 -0.444  -0.0590
C: -0.098 1.026 0.906  -0.0814
C: 0.086 0.180 -0.225  -0.2468
Br: -3.262 0.775 -1.364  -0.1490
H: -0.054 -3.180 -0.316  0.0598
H: -0.581 -2.171 1.018  0.0803
H: 0.276 -0.988 -1.815  0.0704
H: -0.161 2.258 -0.853  0.0756
H: 1.433 1.738 -0.569  0.0590
H: 0.647 1.027 1.765  0.1292
H: -1.022 1.428 1.304  0.1018

## Properties
total charge	0
gap between HOMO and LUMO (spin up / spin down)	9.04 / 4.30	eV
lowest unoccupied orbital energy (spin up / spin down)	-0.034 / -0.118	Eh

x.
Below is C5H7Br in the gas phase, with properties calculated with ωB97M-V/def2-TZVPD.

Each line ends with the Löwdin charge.
Geometry (Å):
C: -1.018 -1.314 0.109  -0.0211
C: -0.251 0.001 -0.023  -0.4102
C: 0.512 0.526 -1.212  -0.1092
C: 1.096 0.631 0.148  -0.7141
Br: 2.866 -0.112 0.486  0.6477
C: -0.144 1.139 0.914  -0.0464
H: -1.613 -1.461 -0.752  0.0493
H: -1.730 -1.267 1.005  0.0980
H: -0.424 -2.260 0.278  0.0932
H: 0.941 -0.276 -1.715  0.0729
H: 0.260 1.393 -1.830  0.1077
H: -0.356 2.175 0.598  0.1043
H: -0.137 0.825 1.994  0.1278

## Properties
SMILES	C[C@]12C[C@]1(Br)C2
total charge	0
gap between HOMO and LUMO	9.69	eV
lowest unoccupied orbital energy	0.029	Eh

x ends up most stable, edging out the next structure by 230.7 kJ/mol.

w.
Below is a gas-phase ion, C4H7N2 (charge +1), with properties calculated with ωB97M-V/def2-TZVPD.

Each line ends with the Löwdin charge.
Geometry (Å):
C: 0.153 -0.058 -0.069  -0.2844
C: -0.450 -1.280 0.502  -0.0561
C: 0.572 -0.333 -1.379  0.1689
C: 0.343 0.920 0.947  -0.0167
N: 0.706 2.202 0.856  0.2082
N: -1.291 -2.018 -0.076  0.1120
H: 1.371 0.268 -1.851  0.1050
H: -0.155 -0.844 -1.825  0.0119
H: -0.059 0.472 1.865  0.1416
H: 0.946 2.662 1.754  0.1574
H: 1.051 2.754 0.072  0.1511
H: -1.650 -1.788 -1.051  0.1570
H: -1.537 -2.958 0.254  0.1440

## Properties
total charge	+1
gap between HOMO and LUMO (spin up / spin down)	6.56 / 7.05	eV
lowest unoccupied orbital energy (spin up / spin down)	-0.218 / -0.210	Eh

x.
Below is a gas-phase ion, C4H7N2 (charge +1), with properties calculated with ωB97M-V/def2-TZVPD.

Each line ends with the Löwdin charge.
Geometry (Å):
C: -1.208 0.850 1.838  0.0887
N: 0.004 1.049 2.148  0.1222
C: -0.019 0.960 0.657  -0.2466
N: 0.398 -0.279 0.211  -0.0270
C: -0.331 -0.868 -0.976  0.0167
C: 1.132 -0.407 -1.158  0.0607
H: -2.287 0.736 1.728  0.1362
H: -0.134 1.911 0.035  0.1807
H: 0.745 -0.960 0.842  0.1790
H: -1.108 -0.232 -1.215  0.0979
H: -0.412 -1.936 -1.238  0.1451
H: 1.772 -1.264 -1.144  0.1197
H: 1.451 0.440 -1.727  0.1266

## Properties
SMILES	C1=N[C@H]1[NH+]1CC1
total charge	+1
gap between HOMO and LUMO	10.22	eV
lowest unoccupied orbital energy	-0.131	Eh

y.
Below is 2 unconnected molecules or ions with the total composition C4H7N2, with properties calculated with ωB97M-V/def2-TZVPD.

Each line ends with the Löwdin charge.
Geometry (Å):
C: -0.072 0.429 0.505  -0.1533
C: -0.645 -0.494 -0.233  0.1585
C: 0.185 1.273 1.634  0.0254
C: 1.462 0.174 -1.608  0.1283
N: -1.922 -2.166 -0.021  0.1985
N: 0.589 0.030 -0.689  -0.0462
H: 0.696 0.644 2.430  0.1431
H: -0.689 1.828 1.951  0.1137
H: 1.086 1.736 1.214  0.1037
H: 2.228 1.065 -1.434  0.1609
H: -1.474 -2.520 -0.958  0.0777
H: 1.308 -0.315 -2.533  0.0920
H: -2.753 -1.684 -0.259  -0.0023

## Properties
total charge	+1
gap between HOMO and LUMO (spin up / spin down)	8.54 / 8.54	eV
lowest unoccupied orbital energy (spin up / spin down)	-0.219 / -0.219	Eh

z.
Below is a gas-phase ion, C4H7N2 (charge +1), with properties calculated with ωB97M-V/def2-TZVPD.

Each line ends with the Löwdin charge.
Geometry (Å):
C: -2.291 -0.122 -0.276  0.1016
N: -1.309 0.367 0.352  0.0753
N: 0.218 1.049 -0.167  0.1193
C: 0.986 0.164 -0.824  -0.1804
C: 1.383 -0.822 0.257  -0.0541
C: 1.381 0.622 0.597  -0.0650
H: -2.072 -0.471 -1.260  0.0939
H: -3.398 0.028 -0.058  0.1457
H: -1.489 0.663 1.283  0.1276
H: 1.445 0.269 -1.846  0.1754
H: 2.428 -1.338 0.257  0.1515
H: 0.550 -1.599 0.609  0.1543
H: 2.170 1.192 1.075  0.1550

## Properties
SMILES	C=[NH+]N1[C@@H]2C[C@@H]21
total charge	+1
gap between HOMO and LUMO	10.10	eV
lowest unoccupied orbital energy	-0.179	Eh

w ends up most stable, edging out the next structure by 118.4 kJ/mol.